[1]
A cluster of 2 separate species, C32H70N4O5P in total at a distorted geometry. Source: the Open Molecules 2025 dataset; level of theory: ωB97M-V with the def2-TZVPD basis set.

Atoms and positions in Å:
C 4.93 3.36 2.04
C 5.31 2.14 1.50
N 5.06 1.73 0.23
C 4.25 2.66 -0.49
N 4.91 3.71 -1.14
N 6.22 3.40 -1.55
N 2.97 2.57 -0.57
C 2.28 3.61 -1.38
C 0.77 3.38 -1.51
C -0.01 3.90 -0.28
C -0.06 5.45 -0.19
C -0.96 5.78 1.04
C -0.27 5.52 2.39
C -1.18 5.77 3.61
C -2.55 5.07 3.52
C -2.47 3.57 3.17
C -3.89 3.04 2.80
C -3.79 1.77 1.91
C -4.88 0.71 2.29
C -5.50 0.08 1.03
C -4.46 -0.60 0.11
C -4.26 -2.09 0.52
C -2.85 -2.59 0.12
C 2.26 1.48 0.11
C 2.21 0.15 -0.69
C 1.64 -0.96 0.23
C 2.62 -1.37 1.38
C 1.80 -1.61 2.68
C 2.56 -1.26 4.00
O 3.97 -1.24 3.87
C 4.57 -0.09 4.45
H 5.54 4.26 1.97
H 3.95 3.38 2.53
H 5.84 1.40 2.13
H 4.74 0.76 0.17
H 4.86 4.55 -0.57
H 6.90 3.53 -0.80
H 6.27 2.48 -1.96
H 2.42 4.60 -0.93
H 2.71 3.64 -2.39
H 0.52 2.34 -1.79
H 0.44 4.00 -2.36
H -1.03 3.49 -0.28
H 0.45 3.55 0.66
H 0.94 5.83 0.07
H -0.45 5.89 -1.11
H -1.83 5.10 0.95
H -1.36 6.80 1.00
H 0.15 4.51 2.50
H 0.58 6.22 2.45
H -1.32 6.84 3.82
H -0.66 5.35 4.49
H -3.02 5.14 4.52
H -3.25 5.60 2.85
H -2.20 3.00 4.08
H -1.74 3.36 2.38
H -4.46 3.82 2.27
H -4.43 2.78 3.72
H -2.78 1.32 2.00
H -3.93 2.01 0.85
H -5.65 1.23 2.88
H -4.39 -0.05 2.92
H -6.18 -0.72 1.38
H -6.09 0.85 0.51
H -3.47 -0.14 0.17
H -4.82 -0.60 -0.93
H -4.45 -2.23 1.59
H -4.99 -2.69 -0.05
H -2.09 -2.31 0.86
H -2.60 -2.08 -0.83
H -2.85 -3.67 -0.07
H 1.24 1.73 0.40
H 2.79 1.25 1.05
H 1.56 0.32 -1.56
H 3.19 -0.16 -1.09
H 0.67 -0.61 0.60
H 1.52 -1.84 -0.41
H 3.09 -2.32 1.13
H 3.43 -0.65 1.55
H 0.87 -1.03 2.69
H 1.48 -2.65 2.75
H 2.14 -0.33 4.41
H 2.31 -2.04 4.74
H 5.47 0.15 3.85
H 3.93 0.80 4.45
H 4.94 -0.34 5.45
O -1.95 -4.92 -2.97
P -1.08 -5.64 -3.95
O -0.71 -4.47 -5.04
C 0.21 -3.46 -4.66
C 1.63 -3.97 -4.53
O -2.21 -6.45 -4.82
C -3.55 -6.57 -4.34
C -4.42 -5.42 -4.82
O 0.08 -6.69 -4.55
C 0.69 -7.58 -3.60
C -0.31 -8.47 -2.90
H -0.12 -2.99 -3.73
H 0.17 -2.69 -5.44
H 1.72 -4.64 -3.67
H 2.33 -3.15 -4.39
H 1.92 -4.54 -5.41
H -3.57 -6.64 -3.25
H -3.95 -7.51 -4.72
H -3.91 -4.46 -4.74
H -5.35 -5.36 -4.25
H -4.67 -5.55 -5.88
H 1.26 -6.99 -2.87
H 1.41 -8.19 -4.15
H -1.01 -7.88 -2.30
H 0.19 -9.17 -2.24
H -0.91 -9.03 -3.63

Electronic energy = -2197.4129 a.u.
LUMO level = -4.380 eV
Total charge = +1
Max |F| = 0.1469 hartree/bohr
E_HOMO = -10.08 eV
HOMO-LUMO gap = 5.701 eV

Results of the Löwdin charge analysis, in e, for atoms 1 through 6: number 1, C, carries -0.1073; number 2, C, carries -0.1392; number 3, N, carries 0.1442; number 4, C, carries -0.2892; number 5, N, carries -0.0032; number 6, N, carries 0.0530

=====

[2]
A cluster of 7 separate species, C32H71Cl2N2O19S6 in total at a distorted geometry. Source: the Open Molecules 2025 dataset; level of theory: ωB97M-V with the def2-TZVPD basis set.

Atoms and positions in Å:
C 4.28 0.84 -0.75
C 3.19 0.13 -1.68
C 2.66 -1.23 -0.99
C 2.26 -1.09 0.55
C 3.17 -1.87 1.60
C 4.41 -2.81 1.22
Cl 5.76 -2.72 2.51
C 3.85 -4.34 1.20
C 2.61 -4.55 0.20
Cl 3.40 -4.97 2.86
C 2.78 -1.69 3.12
C 1.50 -0.78 3.34
N 0.77 -0.14 2.33
N 1.17 -0.34 1.08
C 0.32 0.35 0.02
C -1.15 0.73 0.58
C -1.95 -0.65 0.77
C -2.45 -1.16 -0.68
O -1.85 -2.48 -0.95
H 5.04 0.03 -0.43
H 4.75 1.72 -1.30
H 3.71 1.24 0.17
H 3.63 -0.09 -2.72
H 2.28 0.81 -1.88
H 1.70 -1.53 -1.55
H 3.41 -2.06 -1.19
H 4.92 -2.56 0.23
H 4.71 -5.00 0.82
H 2.19 -5.63 0.30
H 2.91 -4.46 -0.91
H 1.73 -3.84 0.38
H 3.35 -2.19 3.97
H 1.20 -0.65 4.45
H 0.15 -0.30 -0.90
H 0.84 1.35 -0.22
H -1.13 1.40 1.50
H -1.72 1.32 -0.23
H -2.78 -0.61 1.55
H -1.18 -1.44 1.12
H -3.59 -1.15 -0.78
H -2.03 -0.42 -1.46
H -2.02 -2.65 -1.91
O 6.96 -1.27 -1.77
S 8.11 -2.04 -2.19
O 9.38 -1.43 -2.43
O 7.71 -2.95 -3.46
C 7.20 -2.30 -4.63
C 8.29 -1.57 -5.39
C 8.34 -3.35 -1.02
H 6.38 -1.63 -4.37
H 6.78 -3.08 -5.27
H 8.70 -0.74 -4.80
H 7.91 -1.15 -6.32
H 9.12 -2.24 -5.61
H 7.38 -3.85 -0.85
H 8.71 -2.91 -0.10
H 9.07 -4.05 -1.42
O -3.25 -4.66 -3.13
S -2.86 -5.81 -2.34
O -2.19 -6.94 -2.92
O -4.14 -6.33 -1.50
C -5.32 -6.70 -2.23
C -5.15 -8.02 -2.96
C -1.90 -5.24 -0.96
H -5.61 -5.90 -2.91
H -6.13 -6.80 -1.49
H -4.39 -7.94 -3.74
H -6.09 -8.32 -3.43
H -4.82 -8.80 -2.27
H -2.42 -4.41 -0.49
H -0.94 -4.92 -1.35
H -1.77 -6.06 -0.26
O -2.52 2.09 4.09
S -2.86 1.19 5.16
O -4.02 1.39 5.98
O -1.57 0.98 6.10
C -0.97 2.13 6.70
C -1.81 2.69 7.83
C -2.94 -0.46 4.50
H -0.77 2.89 5.94
H 0.00 1.82 7.10
H -2.77 3.07 7.46
H -1.30 3.51 8.33
H -2.04 1.91 8.56
H -2.05 -0.64 3.90
H -3.84 -0.53 3.88
H -3.01 -1.16 5.33
O -6.31 0.52 -5.14
S -4.98 0.10 -4.79
O -4.33 0.54 -3.58
O -4.00 0.39 -6.05
C -3.91 1.72 -6.55
C -3.13 2.63 -5.61
C -4.91 -1.67 -4.84
H -4.91 2.12 -6.74
H -3.40 1.67 -7.51
H -3.64 2.75 -4.66
H -3.00 3.62 -6.05
H -2.15 2.20 -5.40
H -5.36 -2.02 -5.77
H -5.46 -2.05 -3.98
H -3.86 -1.98 -4.77
O -0.69 3.47 10.83
S -0.49 4.00 12.15
O 0.54 4.97 12.43
O -0.35 2.78 13.20
C 0.66 1.80 12.97
C 2.05 2.34 13.28
C -2.02 4.65 12.75
H 0.61 1.43 11.94
H 0.45 0.96 13.63
H 2.32 3.15 12.60
H 2.80 1.55 13.19
H 2.08 2.74 14.30
H -2.81 3.92 12.58
H -2.24 5.57 12.20
H -1.92 4.87 13.81
O -1.83 7.47 -11.03
S -1.52 6.86 -9.77
O -1.77 5.46 -9.52
O -2.18 7.73 -8.58
C -3.59 7.96 -8.61
C -4.37 6.70 -8.25
C 0.18 7.19 -9.38
H -3.90 8.34 -9.59
H -3.81 8.74 -7.88
H -4.23 5.92 -8.99
H -5.44 6.92 -8.19
H -4.03 6.31 -7.29
H 0.38 8.24 -9.53
H 0.79 6.59 -10.05
H 0.36 6.89 -8.35

Electronic energy = -6109.9587 a.u.
LUMO level = -4.485 eV
Total charge = +1
Max |F| = 0.1023 hartree/bohr
E_HOMO = -12.05 eV
HOMO-LUMO gap = 7.562 eV

Results of the Löwdin charge analysis, in e, for atoms 1 through 6: number 1, C, carries -0.0985; number 2, C, carries -0.2272; number 3, C, carries -0.1359; number 4, C, carries -0.0227; number 5, C, carries -0.0766; number 6, C, carries -0.5875

=====

[3]
A cluster of 7 separate species, C32H72F5N7O8PS2 in total at a distorted geometry. Source: the Open Molecules 2025 dataset; level of theory: ωB97M-V with the def2-TZVPD basis set.

Atoms and positions in Å:
C -3.99 0.63 -4.05
C -3.11 1.13 -2.73
C -3.97 0.89 -1.33
C -2.98 0.02 -0.32
C -3.77 -0.53 1.02
C -2.64 -1.08 2.10
C -2.92 -0.58 3.66
P -1.75 0.81 4.26
C -0.43 -0.55 4.63
S 1.27 0.24 4.38
C 2.08 -0.36 2.80
C 1.21 0.01 1.42
N -2.86 2.13 3.80
C -2.45 2.83 2.53
C -1.05 3.70 2.64
S -2.51 0.78 6.27
O -2.85 -0.68 6.78
O -3.88 1.56 6.39
C -1.36 1.52 7.55
F 0.03 1.72 7.10
F -1.28 0.54 8.71
C -1.91 2.93 8.22
F -0.80 3.54 9.04
F -2.98 2.54 9.18
F -2.30 3.96 7.24
H -3.27 0.11 -4.82
H -4.48 1.61 -4.53
H -4.84 -0.13 -3.80
H -2.79 2.27 -2.80
H -2.13 0.46 -2.73
H -4.23 1.90 -0.77
H -4.94 0.27 -1.56
H -2.02 0.66 -0.07
H -2.59 -0.89 -1.00
H -4.40 -1.48 0.66
H -4.54 0.22 1.47
H -1.55 -0.85 1.72
H -2.74 -2.26 2.09
H -2.77 -1.56 4.32
H -4.07 -0.33 3.71
H -0.81 1.82 4.69
H -1.14 0.92 2.93
H -0.52 -1.48 3.91
H -0.46 -0.92 5.76
H 2.24 -1.52 2.84
H 3.10 0.25 2.69
H 1.95 0.19 0.50
H 0.58 1.00 1.53
H 0.56 -0.95 1.20
H -3.87 1.84 3.80
H -3.31 3.62 2.29
H -2.38 2.14 1.58
H -0.18 2.93 2.37
H -0.81 4.04 3.75
H -0.96 4.57 1.86
C 0.30 -5.00 3.25
C 1.11 -4.07 4.12
O 0.77 -2.90 4.32
N 2.25 -4.56 4.69
C 2.80 -5.88 4.58
H -0.58 -4.46 2.87
H 0.90 -5.33 2.40
H -0.05 -5.85 3.84
H 2.73 -3.87 5.26
H 2.87 -6.31 5.59
H 3.81 -5.79 4.16
H 2.20 -6.54 3.95
C 3.37 2.28 -3.28
C 2.02 2.52 -2.66
O 0.99 2.04 -3.12
N 1.96 3.31 -1.55
C 3.05 3.97 -0.86
H 3.25 1.64 -4.16
H 3.81 3.23 -3.60
H 4.03 1.78 -2.57
H 1.02 3.43 -1.19
H 3.06 3.61 0.17
H 2.85 5.04 -0.86
H 4.01 3.78 -1.32
C 4.25 -6.91 0.40
C 4.34 -5.42 0.61
O 3.35 -4.74 0.88
N 5.56 -4.83 0.48
C 6.83 -5.44 0.17
H 3.22 -7.24 0.53
H 4.57 -7.16 -0.62
H 4.87 -7.43 1.13
H 5.54 -3.83 0.64
H 7.52 -5.24 1.00
H 7.21 -4.98 -0.74
H 6.74 -6.52 0.02
C 6.82 0.98 -0.63
C 5.69 0.00 -0.74
O 4.51 0.37 -0.79
N 5.99 -1.33 -0.77
C 7.29 -1.95 -0.72
H 6.43 2.00 -0.62
H 7.38 0.81 0.29
H 7.48 0.88 -1.50
H 5.17 -1.92 -0.84
H 7.41 -2.55 -1.62
H 7.31 -2.61 0.15
H 8.10 -1.23 -0.64
C -6.41 5.14 -3.41
C -5.38 4.72 -4.42
O -4.55 3.84 -4.18
N -5.38 5.34 -5.63
C -6.26 6.39 -6.10
H -6.29 4.55 -2.50
H -6.29 6.19 -3.16
H -7.42 4.95 -3.80
H -4.65 5.01 -6.25
H -6.76 6.03 -7.00
H -5.64 7.26 -6.36
H -7.00 6.68 -5.35
C -2.71 -2.10 -8.05
C -2.62 -0.62 -7.84
O -3.61 0.06 -7.57
N -1.40 -0.02 -7.96
C -0.13 -0.64 -8.27
H -3.74 -2.43 -7.92
H -2.39 -2.36 -9.06
H -2.09 -2.62 -7.31
H -1.43 0.98 -7.81
H 0.55 -0.43 -7.45
H 0.25 -0.17 -9.18
H -0.22 -1.71 -8.42

Electronic energy = -3884.4337 a.u.
LUMO level = 1.476 eV
Total charge = -1
Max |F| = 0.1958 hartree/bohr
E_HOMO = -4.20 eV
HOMO-LUMO gap = 5.679 eV

Results of the Löwdin charge analysis, in e, for atoms 1 through 6: number 1, C, carries -0.1406; number 2, C, carries -0.2442; number 3, C, carries -0.2168; number 4, C, carries -0.2415; number 5, C, carries -0.2152; number 6, C, carries -0.2305